# 1
C30H85N5O15 as an isolated structure. Source: the OMol25 dataset; level of theory: ωB97M-V/def2-TZVPD.

As for the max |F|: 19.53 eV/A. The orbital gap is 5.549 eV. Its energy above the lowest of the compared OMol25 structures with the same formula, charge and spin is 4134.1 kJ/mol. Its spin multiplicity is 1.

Last column: Mulliken charge in e.
CARTESIAN COORDINATES (ANGSTROEM)
C  2.4091  -1.4956  0.0445  0.65
O  1.1019  -1.3990  -0.4578  0.76
C  0.9289  -0.2062  -1.2441  0.40
C  -0.4129  -0.1128  -1.9989  -2.63
N  -1.6065  0.1729  -1.0902  1.61
C  -1.5984  1.6022  -0.6963  -0.27
C  -2.8175  1.7250  0.2471  -0.88
O  -2.8525  0.9951  1.4227  0.45
C  -1.7849  1.4472  2.2437  -0.61
H  2.6640  -2.5444  0.1964  -0.34
H  2.3047  -0.9463  0.9802  0.23
H  3.0999  -0.9238  -0.5752  -1.53
H  1.7535  0.0680  -1.9021  -0.28
H  1.0172  0.6390  -0.5616  0.38
H  -0.5999  -0.9980  -2.6067  0.17
H  -0.3877  0.6928  -2.7327  1.14
H  -1.6542  -0.3714  -0.2407  -0.06
H  -1.7029  2.2060  -1.5978  0.81
H  -0.6744  1.9521  -0.2360  -0.24
H  -3.7568  1.3453  -0.1549  0.57
H  -3.1208  2.7564  0.4269  -1.56
H  -1.8955  2.5311  2.2748  0.13
H  -0.8088  1.3025  1.7806  0.15
H  -1.6534  1.0558  3.2524  0.49
C  -4.6145  -0.7749  1.5702  -0.93
O  -3.8050  -1.8486  2.2257  -0.48
C  -2.5417  -1.4506  2.6034  1.50
C  -1.8293  -2.7392  3.0461  -1.43
N  -1.6213  -3.6721  1.9352  -0.28
C  -0.4545  -3.3553  1.0923  -0.41
C  -0.7125  -2.5053  -0.2367  3.03
O  -1.9414  -2.9558  -0.7117  -0.68
C  -2.6174  -2.3237  -1.7918  -0.98
H  -5.5972  -1.2347  1.4652  0.35
H  -4.2392  -0.5059  0.5829  0.31
H  -4.7169  0.0537  2.2709  0.36
H  -2.5640  -0.6062  3.2922  0.81
H  -1.9631  -1.0040  1.7948  -1.34
H  -2.4727  -3.2080  3.7906  0.42
H  -0.8596  -2.6387  3.5337  0.26
H  -2.3483  -3.4955  1.2567  0.51
H  -0.0296  -4.3419  0.9076  0.26
H  0.3806  -2.8110  1.5332  -0.87
H  0.0340  -2.8516  -0.9515  -0.66
H  -0.9547  -1.4613  -0.0378  -1.80
H  -1.9004  -2.1330  -2.5902  0.24
H  -3.2313  -1.4983  -1.4312  0.43
H  -3.2748  -3.0947  -2.1936  0.38
C  2.8525  -0.7591  -3.1332  0.88
O  3.0058  -2.1359  -2.8703  -0.07
C  2.1576  -3.0197  -3.6084  -1.39
C  1.4041  -3.9610  -2.6647  0.03
N  2.2609  -4.8301  -1.8584  -0.43
C  1.6572  -5.9811  -1.1542  -1.41
C  0.5829  -5.6257  -0.0796  -0.74
O  0.9594  -4.6458  0.8692  0.23
C  1.5958  -5.2892  1.9894  -0.80
H  1.8085  -0.4475  -3.1638  0.40
H  3.2447  -0.5778  -4.1339  0.52
H  3.3001  -0.1355  -2.3593  -1.64
H  2.7379  -3.5050  -4.3932  0.45
H  1.3867  -2.3852  -4.0458  0.46
H  0.6046  -4.5194  -3.1517  0.59
H  0.9917  -3.3311  -1.8765  0.30
H  3.2187  -4.9499  -2.1558  0.49
H  2.5091  -6.4791  -0.6910  0.43
H  1.2205  -6.7301  -1.8148  0.46
H  0.1158  -6.5320  0.3058  0.58
H  -0.2369  -5.2707  -0.7041  0.13
H  0.9498  -5.9673  2.5471  0.35
H  1.9701  -4.5524  2.7001  0.08
H  2.3394  -6.0482  1.7467  0.31
C  6.5032  2.8393  -3.1800  -0.92
O  5.9693  1.5803  -2.8926  -0.18
C  6.9006  0.6458  -2.3388  -0.95
C  6.2814  -0.6433  -1.8139  -0.19
N  5.6126  -0.5088  -0.4865  -0.21
C  4.6595  -1.5251  -0.1173  0.86
C  4.4937  -1.6195  1.4155  -1.62
O  3.5441  -2.5765  1.8072  -0.29
C  3.0028  -2.3642  3.0671  -0.80
H  7.4597  2.7624  -3.6970  0.35
H  6.8809  3.3614  -2.3009  0.35
H  5.8442  3.4906  -3.7541  0.25
H  7.5123  1.1674  -1.6027  0.43
H  7.5925  0.3195  -3.1152  0.45
H  6.9302  -1.4954  -1.6108  0.47
H  5.5011  -0.9865  -2.4932  -0.03
H  6.2909  -0.6066  0.2554  0.43
H  4.9636  -2.5035  -0.4892  0.23
H  3.6225  -1.4213  -0.4364  0.08
H  4.3223  -0.6609  1.9053  0.43
H  5.3939  -1.9974  1.9002  0.61
H  2.5259  -1.3842  3.0499  0.47
H  3.7325  -2.5526  3.8546  0.18
H  2.1808  -3.0667  3.2047  0.10
C  -5.6932  2.4679  2.1068  -0.92
O  -4.3212  2.8948  2.2161  -0.44
C  -3.6896  3.3429  1.0372  0.68
C  -4.1912  4.8109  0.5735  -1.24
N  -4.3720  5.7108  1.7243  -0.19
C  -4.1790  7.1262  1.3975  -0.53
C  -4.6949  7.9810  2.5043  -0.65
O  -6.1177  7.9876  2.4927  -0.34
C  -6.5234  8.8064  1.4094  -0.78
H  -6.4324  2.9444  1.4629  0.34
H  -6.1568  2.2937  3.0778  0.32
H  -5.7053  1.5043  1.5973  0.30
H  -3.9546  2.6993  0.1984  0.17
H  -2.6128  3.1758  1.0663  0.86
H  -5.2306  4.8642  0.2497  0.53
H  -3.5083  5.2148  -0.1739  0.49
H  -5.3401  5.5504  1.9633  0.29
H  -4.6282  7.3303  0.4255  0.34
H  -3.1443  7.4074  1.2014  0.35
H  -4.3635  9.0046  2.6793  0.39
H  -4.5311  7.4703  3.4532  0.30
H  -7.6112  8.7392  1.4212  0.30
H  -6.1794  8.6873  0.3820  0.28
H  -6.4662  9.8688  1.6462  0.33
O  -3.2882  0.1098  -2.0381  -0.72
H  -2.6602  0.3400  -1.3534  -0.56
H  -2.8008  0.2129  -2.8554  0.51
O  3.6908  0.7582  -0.8285  -0.66
H  4.4313  0.1746  -0.9936  0.60
H  3.5347  1.1911  -1.6678  0.36
O  0.2763  2.3142  -1.6608  -0.55
H  0.1111  3.1944  -1.3229  0.32
H  0.7635  2.4562  -2.4724  0.20
O  3.5051  -3.6074  -0.1559  -0.54
H  2.7095  -3.4722  0.3590  -0.01
H  3.2319  -3.4632  -1.0619  0.65
O  0.3994  3.2191  0.9788  -0.48
H  -0.0147  3.6127  1.7468  0.23
H  1.3220  3.4636  1.0518  0.26

# 2
C5H15ClDyINOP as an isolated structure. Source: the OMol25 dataset; level of theory: ωB97M-V/def2-TZVPD.

As for the max |F|: 2.70 eV/A. The orbital gap (spin up / spin down) is 7.297 / 6.695 eV. Its energy above the lowest of the compared OMol25 structures with the same formula, charge and spin is 0.0 kJ/mol. Its spin multiplicity is 6. As for the charge: +2.

Last column: Mulliken spin population.
CARTESIAN COORDINATES (ANGSTROEM)
C  0.8668  3.0355  -0.8958  0.00
I  1.4186  2.5636  1.7600  0.00
H  1.0731  1.9735  -1.1185  0.00
H  1.8072  3.5905  -0.7674  0.00
H  0.3290  3.4624  -1.7553  0.00
Dy  1.4583  -2.3659  0.8436  5.05
P  -0.6392  -0.9210  0.2480  -0.08
C  -1.7745  0.0864  1.2324  0.00
C  -1.2896  -0.7447  -1.4435  0.00
H  -0.6903  -3.4259  0.0083  0.01
H  -2.2413  -2.6526  0.4277  0.00
H  -1.0440  -2.9018  1.7359  0.01
C  -1.1775  -2.6717  0.6625  0.00
H  -0.6419  -1.2596  -2.1659  0.00
H  -2.3016  -1.1733  -1.4859  0.00
H  -2.7238  -0.4591  1.3454  0.00
H  -1.9383  1.0536  0.7310  0.00
H  -1.3255  0.3256  -1.6868  0.00
H  -1.3330  0.2755  2.2215  0.00
C  0.0094  3.1990  0.2951  0.00
O  -1.1216  3.5657  0.4541  0.00
Cl  1.7144  -3.3896  -1.3279  0.01
N  2.7503  -0.5047  0.2694  0.00
H  2.6518  -0.4534  -0.7521  0.00
H  3.7440  -0.6035  0.4906  0.00
H  2.4191  0.3954  0.6735  0.00

# 3
C31H31BiCl3O5PSSbSe4 as an isolated structure. Source: the OMol25 dataset; level of theory: ωB97M-V/def2-TZVPD.

As for the max |F|: 0.82 eV/A. The orbital gap (spin up / spin down) is 5.795 / 4.867 eV. Its energy above the lowest of the compared OMol25 structures with the same formula, charge and spin is 150.6 kJ/mol. Its spin multiplicity is 2. As for the charge: -2.

Last column: Mulliken spin population.
CARTESIAN COORDINATES (ANGSTROEM)
Bi  -0.8597  0.5064  1.3714  0.05
C  -2.2588  -2.4171  4.0047  0.00
O  -1.3985  -2.8362  2.9727  0.00
C  -0.2218  -3.4147  3.4652  0.00
C  0.7150  -3.6470  2.3104  0.00
O  1.2403  -2.4603  1.7643  0.00
C  2.4314  -2.0520  2.4172  0.00
C  2.8432  -0.6751  1.9794  0.00
O  2.0625  0.3761  2.5134  0.00
C  2.1445  0.4872  3.9243  0.00
H  -2.5491  -3.2651  4.6423  0.00
H  -3.1448  -1.9952  3.5415  0.00
H  -1.7881  -1.6437  4.6176  0.00
H  -0.4431  -4.3906  3.9322  0.00
H  0.2387  -2.7789  4.2341  0.00
H  0.1575  -4.1513  1.5152  0.00
H  1.5333  -4.3078  2.6317  0.00
H  3.2518  -2.7328  2.1338  0.00
H  2.3255  -2.1026  3.5077  0.00
H  2.7707  -0.6002  0.8989  0.00
H  3.8919  -0.5450  2.2917  0.00
H  3.1632  0.2677  4.2732  0.00
H  1.4334  -0.1771  4.4217  0.00
H  1.8717  1.5034  4.1992  0.00
Cl  -7.3777  -2.7300  -1.1395  0.00
C  -6.0878  -1.8406  -0.3360  0.00
C  -4.7724  -2.2019  -0.5384  0.00
C  -3.7659  -1.5001  0.1045  0.00
Cl  -2.1259  -2.0222  -0.1755  0.00
C  -3.9998  -0.3966  0.9614  0.01
O  -3.1159  0.3020  1.5868  -0.05
C  -5.3778  -0.0920  1.1180  0.00
Cl  -5.7826  1.2466  2.1446  0.00
C  -6.3987  -0.7814  0.5000  0.00
H  -4.5144  -3.0213  -1.1946  0.00
H  -7.4255  -0.4870  0.6669  0.00
Se  -0.6301  1.6215  5.9876  0.00
Sb  -1.5301  3.2936  4.4932  -0.04
Se  -0.9262  3.0324  2.0368  -0.01
Se  -1.1286  5.6276  4.9782  0.16
Se  -4.0141  3.2796  4.6115  0.89
O  1.1180  0.2013  -0.1921  0.00
P  0.8019  0.7985  -1.5800  0.00
C  0.0477  -0.2587  -2.8609  0.00
C  0.3092  -1.6210  -2.7228  0.00
C  -0.2049  -2.5359  -3.6285  0.00
C  -0.9811  -2.0989  -4.6957  0.00
C  -1.2447  -0.7429  -4.8388  0.00
C  -0.7373  0.1745  -3.9252  0.00
C  0.9546  2.5983  -1.8479  0.00
C  1.1496  3.3849  -0.7171  0.00
C  1.1992  4.7686  -0.8233  0.00
C  1.0624  5.3785  -2.0624  0.00
C  0.8937  4.5962  -3.1999  0.00
C  0.8464  3.2138  -3.0934  0.00
C  2.6144  0.5349  -2.2561  0.00
C  3.6962  0.7158  -1.3833  0.00
C  5.0122  0.5792  -1.8043  0.00
C  5.2960  0.2583  -3.1281  0.00
C  4.2462  0.0883  -4.0160  0.00
C  2.9294  0.2252  -3.5802  0.00
H  0.9190  -1.9567  -1.8898  0.00
H  -0.0046  -3.5924  -3.4987  0.00
H  -1.3842  -2.8111  -5.4058  0.00
H  -1.8628  -0.3950  -5.6579  0.00
H  -0.9883  1.2232  -4.0250  0.00
H  1.2554  2.9169  0.2548  0.00
H  1.3193  5.3652  0.0729  0.00
H  1.0836  6.4588  -2.1428  0.00
H  0.7950  5.0658  -4.1720  0.00
H  0.7324  2.6157  -3.9900  0.00
H  3.4897  0.9668  -0.3498  0.00
H  5.8224  0.7195  -1.0971  0.00
H  6.3213  0.1399  -3.4598  0.00
H  4.4484  -0.1595  -5.0525  0.00
H  2.1319  0.0731  -4.3004  0.00
S  -2.4496  1.6963  -1.4591  0.00
C  -1.0753  1.1357  -0.8400  0.00